C10H13MnN2O5S | the ωB97M-V functional and the def2-TZVPD basis

As for the spin multiplicity: 4. The HOMO energy (alpha / beta) is -21.0 / -21.0 eV. The total energy is -65915.94704 eV. The value obtained for the HOMO-LUMO gap (alpha / beta) is 6.22 / 4.76 eV. Its charge is +3.

Element x y z (Å)
O 2.975 -0.627 -4.136
C 2.344 -0.935 -5.051
Mn -1.282 -1.724 -1.668
O -1.294 1.160 -1.993
C -1.020 0.018 -2.086
C -2.652 -1.642 -0.484
O -3.582 -1.551 0.213
C -3.333 -4.484 -1.509
O -3.188 -5.525 -1.924
C -2.419 -1.644 -3.117
O -3.306 -1.406 -3.814
H -0.126 -0.742 -2.356
C 2.998 2.106 0.309
C 1.596 1.551 0.139
N 1.565 0.090 0.348
C 0.403 -0.550 0.599
S 0.278 -2.106 -0.171
N -0.427 -0.049 1.533
C 0.117 0.558 2.786
C -0.838 1.598 3.321
H 3.463 1.784 1.247
H 2.921 3.196 0.342
H 3.637 1.825 -0.530
H 0.944 1.993 0.894
H 1.200 1.802 -0.849
H 2.167 -0.449 -0.282
H -1.273 -0.593 1.727
H 0.264 -0.235 3.526
H 1.097 0.990 2.590
H -1.752 1.119 3.687
H -0.371 2.137 4.156
H -1.102 2.335 2.552

Here are the Löwdin charges for atoms 1 to 2, given in e: -0.02, 0.03